The following is a DFT calculation (the ωB97M-V functional and the def2-TZVPD basis) of C3H4N2O in the gas phase.

The geometry in XYZ format:
```
10
Properties=species:S:1:pos:R:3:forces:R:3:lowdin_charge:R:1
O -1.4579 -1.7155 0.1391 -0.146 0.133 0.409 0.064
C -0.7380 -0.5695 0.0694 0.262 0.063 -0.127 -0.433
C 0.4468 -0.5858 -0.6884 0.142 -0.028 -0.053 -0.027
C 0.8551 0.7161 -0.6995 0.029 -0.078 -0.008 -0.118
N 0.0097 1.4034 0.0947 -0.083 0.045 -0.362 -0.045
N -1.0174 0.6266 0.5699 0.153 -0.304 -0.325 0.088
H -2.2539 -1.6632 0.6766 0.047 0.442 0.134 0.109
H 0.9364 -1.4581 -1.0799 -0.094 0.045 -0.308 0.103
H 1.6185 1.1934 -1.2938 0.162 0.069 0.359 0.114
H 0.0325 2.4097 0.1863 -0.472 -0.388 0.281 0.147
```
Positions in Å, forces in eV/Å.

Values from the calculation:
- E: -8202.7520 eV
- Energy relative to the best compared isomer or geometry (same formula, charge and spin): 109.4 kJ/mol
- Charge: 0
- E_HOMO: -8.94 eV
- HOMO-LUMO gap: 10.0 eV
- LUMO: 1.06 eV
- SMILES: Oc1cc[nH]n1